DFT (wB97M-V/def2-TZVPD) results for a molecular structure, C33H41NO10P4S3W in a non-equilibrium geometry.

Structure (XYZ):
```
93
Properties=species:S:1:pos:R:3:forces:R:3
W 1.075 -0.234 -0.054 -1.416 -0.989 -0.078
S 2.870 -0.363 -3.361 -0.057 -0.040 -0.080
S 1.945 -1.122 3.185 -0.037 -0.029 -0.037
S 2.408 -1.963 -0.334 0.186 -0.252 -0.076
P -0.454 1.509 2.720 -0.205 0.047 -0.164
P 0.957 -0.349 -2.585 0.276 0.231 0.268
P -0.640 -2.040 0.603 -0.225 0.413 -0.508
P -1.349 2.497 -0.052 0.323 0.090 0.015
O -1.469 4.009 -0.599 -0.057 -0.014 0.104
O -0.074 0.485 1.673 0.306 0.075 0.395
O 0.035 2.006 -0.424 0.111 0.167 0.187
O 3.998 2.201 -1.794 0.072 0.029 -0.052
O 0.816 2.260 3.287 -0.018 0.107 -0.193
O -1.333 1.086 3.842 -0.047 -0.038 -0.071
O 2.496 1.076 -0.616 0.310 0.670 0.232
O 2.374 -0.198 2.072 0.087 0.206 -0.302
O -2.571 1.699 -0.357 -0.115 -0.034 -0.011
O 2.224 3.016 1.147 -0.877 -0.031 0.041
N -2.881 2.422 2.144 0.148 -0.041 0.155
C -0.069 -6.007 -0.212 -0.008 0.018 -0.022
C -2.110 -5.324 -1.288 -0.011 -0.007 -0.004
C 0.456 -3.050 -3.022 0.000 -0.002 0.030
C 0.112 -4.713 0.260 0.061 -0.008 -0.009
C 4.587 2.912 1.121 0.045 -0.038 0.013
C -1.183 -6.312 -0.980 -0.012 -0.008 0.010
C 0.180 -1.750 -3.440 0.007 -0.003 -0.073
C -1.847 2.483 -3.482 -0.007 -0.041 -0.048
C -4.235 -0.737 2.024 0.006 -0.016 0.013
C -1.453 2.791 1.785 0.005 -0.023 -0.051
C -0.037 -4.129 -3.735 0.010 -0.004 -0.018
C -1.072 3.563 -3.888 0.023 0.002 -0.031
C -0.809 -3.924 -4.871 0.002 0.003 0.007
C 0.312 3.447 -3.923 -0.011 0.003 0.001
C 0.143 1.158 -3.198 0.039 0.034 -0.031
C -1.150 4.209 2.250 -0.008 -0.024 0.020
C 3.172 -2.426 3.210 0.034 -0.030 0.009
C -0.615 -0.871 -0.677 0.460 -0.123 0.409
C 3.288 2.090 -0.817 -0.036 -0.405 -0.209
C 3.340 3.153 0.286 0.180 0.088 -0.014
C -1.242 1.287 -3.128 -0.005 -0.061 -0.042
C -2.093 -1.762 1.651 0.022 -0.014 0.014
C -3.137 -0.958 1.204 -0.008 -0.011 -0.014
C -2.149 -2.328 2.921 0.003 -0.019 0.028
C -0.580 -1.546 -4.591 -0.006 -0.006 -0.014
C 3.330 4.541 -0.342 -0.010 0.015 -0.021
C -0.814 -3.723 -0.046 0.095 -0.070 0.149
C -4.289 -1.305 3.291 -0.006 0.005 0.004
C 2.453 -0.279 4.677 0.003 0.007 0.011
C 0.921 2.248 -3.580 -0.015 0.023 -0.019
C -1.078 -2.633 -5.297 0.001 0.013 0.010
C -1.926 -4.032 -0.828 -0.025 0.000 0.050
C -3.245 -2.100 3.739 0.003 0.004 0.002
H 1.460 2.751 0.587 0.127 0.109 -0.043
H -0.780 -0.546 -4.948 0.002 0.030 0.018
H -3.242 1.897 1.321 -0.010 0.018 -0.057
H -5.056 -0.126 1.666 -0.014 -0.005 0.000
H 4.112 4.625 -1.095 0.021 -0.003 0.019
H -1.814 4.926 1.764 0.012 0.007 0.002
H 5.477 2.962 0.495 -0.015 0.015 -0.011
H 4.166 -1.995 3.316 -0.007 0.016 -0.009
H -1.309 4.037 -1.555 0.054 0.002 -0.001
H 3.461 0.104 4.519 -0.005 0.002 0.008
H 2.943 -3.105 4.032 0.014 0.007 0.005
H 0.181 -5.133 -3.396 0.000 0.008 -0.007
H -1.243 4.288 3.335 0.005 -0.006 -0.002
H -3.279 -2.534 4.730 0.002 0.000 -0.003
H -3.071 -0.486 0.232 0.005 -0.023 -0.009
H 2.428 -0.981 5.511 -0.029 -0.009 -0.008
H 1.755 0.538 4.843 0.014 0.010 -0.004
H 0.924 4.289 -4.220 -0.007 0.003 0.002
H -5.147 -1.129 3.928 0.002 -0.002 0.003
H 2.001 2.168 -3.592 -0.005 -0.021 0.005
H 4.534 1.927 1.589 -0.004 0.013 -0.010
H -2.973 -5.560 -1.898 0.000 0.000 0.001
H -1.194 -4.770 -5.426 0.000 -0.001 -0.001
H -1.845 0.469 -2.754 -0.003 -0.002 -0.013
H -2.638 -3.255 -1.079 -0.007 -0.002 0.008
H -1.328 -2.938 3.281 0.002 0.000 -0.017
H -3.450 3.246 2.318 -0.022 -0.013 -0.007
H -1.670 -2.463 -6.187 0.000 -0.004 0.000
H 4.655 3.674 1.900 -0.013 -0.018 0.009
H -1.547 4.494 -4.173 0.004 0.006 -0.003
H -1.328 -7.322 -1.344 0.001 -0.001 0.000
H 2.366 4.724 -0.821 0.009 -0.006 -0.018
H 0.984 -4.468 0.853 -0.020 0.004 0.004
H 0.658 -6.774 0.023 -0.001 0.001 -0.001
H 3.093 -2.944 2.256 -0.004 0.002 -0.003
H -2.815 1.810 2.987 -0.040 0.061 -0.003
H -2.924 2.574 -3.416 -0.003 -0.002 0.001
H 1.063 -3.213 -2.141 0.023 0.017 -0.010
H 3.482 5.294 0.432 -0.019 -0.007 0.006
H -0.127 4.472 1.989 -0.002 0.019 -0.034
H 1.449 2.508 2.568 0.334 -0.091 0.193
```
Forces are in eV/Å.

Calculated values
lowest unoccupied orbital energy (alpha / beta)	0.0 / -2.0	eV
orbital gap (alpha / beta)	7.17 / 5.32	eV
energy relative to the best compared isomer or geometry (same formula, charge and spin)	130.47	kcal/mol
E_HOMO (alpha / beta)	-0.263 / -0.268	Ha
spin multiplicity	3
total energy	-4716.53014	hartree
<S²>	2.05